Record 1
This record from the Open Molecules 2025 dataset describes a cluster of 2 separate species, C2H3F2P in total in a non-equilibrium geometry. The level of theory is the ωB97M-V functional and the def2-TZVPD basis.

**2S+1**: 1
**Energy above the lowest of the compared OMol25 structures with the same formula, charge and spin**: 313.5 kJ/mol
**Gap between HOMO and LUMO**: 9.4013 eV
**Charge**: 0
**SMILES**: FC1=PC1.F
**LUMO**: 0.43 eV

Last column: Löwdin charge in e.
CARTESIAN COORDINATES (ANGSTROEM)
C -0.615 0.500 0.053  -0.40
C -1.749 -0.429 0.050  -0.67
F 1.542 -1.636 -0.479  -0.10
F -2.769 -0.556 -0.799  0.04
P -0.756 -0.940 1.282  0.98
H 0.127 0.659 -0.742  0.05
H -0.967 1.473 0.369  0.04
H 1.688 -0.855 -0.949  0.07



Record 2
This record from the Open Molecules 2025 dataset describes a cluster of 2 separate species, C5H10O2 in total. The level of theory is the ωB97M-V functional and the def2-TZVPD basis.

**2S+1**: 1
**Energy above the lowest of the compared OMol25 structures with the same formula, charge and spin**: 464.3 kJ/mol
**Gap between HOMO and LUMO**: 9.4746 eV
**Charge**: 0
**LUMO**: 1.08 eV

Last column: Löwdin charge in e.
CARTESIAN COORDINATES (ANGSTROEM)
C 1.598 -0.130 2.009  -0.10
C 0.290 -0.827 1.643  -0.21
C -0.350 -0.242 0.411  -0.30
O 0.278 -0.599 -0.829  -0.10
C -1.057 -1.071 -0.563  -0.10
C -1.321 1.150 -2.964  0.00
O -0.019 1.097 -2.919  -0.05
H 2.054 -0.595 2.889  0.07
H 2.312 -0.194 1.182  0.08
H 1.435 0.930 2.237  0.08
H 0.472 -1.893 1.461  0.12
H -0.427 -0.758 2.471  0.12
H -0.626 0.814 0.464  0.15
H 0.227 0.520 -2.152  0.04
H -1.813 -0.621 -1.204  0.08
H -1.115 -2.146 -0.393  0.12
H -1.515 1.801 -3.856  0.00



Record 3
This record from the Open Molecules 2025 dataset describes a cluster of 15 separate species, H30O15 in total in a non-equilibrium geometry. The level of theory is the ωB97M-V functional and the def2-TZVPD basis.

**2S+1**: 1
**Energy above the lowest of the compared OMol25 structures with the same formula, charge and spin**: 198.2 kJ/mol
**Gap between HOMO and LUMO**: 9.3037 eV
**Charge**: 0
**LUMO**: -0.57 eV

Last column: Löwdin charge in e.
CARTESIAN COORDINATES (ANGSTROEM)
O 0.330 1.279 -3.277  -0.05
H 0.192 0.325 -3.119  0.01
H -0.508 1.598 -2.998  -0.01
O 1.459 -2.980 -0.417  -0.05
H 1.399 -2.175 -0.973  0.03
H 2.374 -3.216 -0.365  0.08
O 0.319 -1.276 -2.225  -0.02
H 0.587 -1.785 -2.971  0.08
H -0.596 -1.392 -2.096  -0.01
O 2.636 1.611 0.993  -0.06
H 3.308 1.034 1.419  0.06
H 1.844 1.102 0.769  -0.02
O 1.160 -2.007 1.917  -0.05
H 1.492 -2.288 1.023  -0.02
H 0.832 -2.809 2.225  -0.01
O -2.894 -1.299 0.861  -0.04
H -2.188 -1.949 0.875  0.00
H -3.732 -1.766 0.879  0.09
O 0.587 3.987 1.432  -0.06
H 0.322 4.774 0.943  0.03
H 0.948 3.292 0.886  -0.03
O -2.138 -0.056 3.225  -0.03
H -1.974 -0.785 3.793  0.03
H -2.271 -0.428 2.346  0.00
O -1.140 -3.158 0.329  -0.05
H -1.139 -4.058 -0.066  0.10
H -0.217 -2.883 0.266  0.00
O 0.188 0.787 0.065  -0.03
H 0.712 0.212 -0.492  0.00
H -0.326 0.065 0.480  0.06
O 1.014 3.333 -1.460  -0.03
H 0.396 4.037 -1.430  0.02
H 0.601 2.669 -2.015  -0.02
O -1.951 2.571 -1.609  -0.05
H -2.375 1.844 -1.132  0.04
H -1.242 2.907 -1.045  0.02
O -2.343 -1.044 -1.642  -0.03
H -2.378 -1.950 -1.981  0.06
H -2.661 -1.232 -0.776  -0.05
O 0.281 1.414 3.484  -0.03
H 0.799 0.694 3.735  -0.01
H -0.486 0.864 3.304  -0.02
O 2.751 -0.319 -1.140  -0.04
H 2.855 0.474 -1.690  0.08
H 3.170 -0.016 -0.343  0.01



Record 4
This record from the Open Molecules 2025 dataset describes an isolated molecule of C13H17NO3. The level of theory is the ωB97M-V functional and the def2-TZVPD basis.

**2S+1**: 1
**Energy above the lowest of the compared OMol25 structures with the same formula, charge and spin**: 416.9 kJ/mol
**Gap between HOMO and LUMO**: 8.8417 eV
**Charge**: 0
**SMILES**: C=CCOc1ccc(/C(CC)=N/O)c(OC)c1
**LUMO**: 0.85 eV

Last column: Löwdin charge in e.
CARTESIAN COORDINATES (ANGSTROEM)
C 2.027 -0.704 5.265  0.02
C 1.102 -1.562 4.881  -0.15
C 0.443 -1.569 3.534  -0.22
O 0.949 -0.525 2.734  -0.05
C 0.459 -0.370 1.477  -0.26
C -0.508 -1.170 0.883  -0.02
C -0.911 -0.894 -0.411  -0.02
C -0.394 0.166 -1.144  -0.10
C 0.592 0.977 -0.536  -0.21
C 1.004 0.692 0.755  0.07
H 1.756 1.283 1.252  0.11
O 1.107 1.981 -1.280  -0.08
C 2.128 2.780 -0.732  -0.08
H 1.784 3.322 0.155  0.10
H 3.013 2.188 -0.476  0.10
H 2.387 3.495 -1.511  0.09
C -0.862 0.419 -2.510  -0.26
N -0.863 1.626 -2.910  0.06
O -1.302 1.847 -4.219  -0.05
H -1.187 2.800 -4.335  0.10
C -1.318 -0.737 -3.364  -0.18
C -2.845 -0.805 -3.436  -0.09
H -3.277 -0.940 -2.447  0.07
H -3.154 -1.634 -4.069  0.07
H -3.236 0.117 -3.858  0.07
H -0.908 -1.674 -2.985  0.11
H -0.932 -0.570 -4.374  0.11
H -1.670 -1.521 -0.851  0.11
H -0.954 -2.001 1.406  0.10
H 0.624 -2.543 3.053  0.13
H -0.645 -1.456 3.667  0.13
H 0.747 -2.343 5.539  0.10
H 2.466 -0.747 6.246  0.05
H 2.375 0.071 4.605  0.06



Record 5
This record from the Open Molecules 2025 dataset describes a cluster of 2 separate species, C13H15B2F2N2O8 in total in a non-equilibrium geometry. The level of theory is the ωB97M-V functional and the def2-TZVPD basis.

**2S+1**: 1
**Gap between HOMO and LUMO**: 8.2167 eV
**Charge**: -1
**LUMO**: 1.53 eV

Last column: Löwdin charge in e.
CARTESIAN COORDINATES (ANGSTROEM)
C 5.703 -1.511 1.031  -0.09
N 4.530 -1.063 0.278  -0.07
C 4.194 -2.027 -0.792  -0.07
B 3.451 -0.624 1.105  -0.52
O 3.593 -0.641 2.498  0.11
C 2.100 0.025 0.589  0.02
C 1.546 0.983 1.335  0.07
C 0.254 1.624 0.923  -0.35
O 0.048 2.798 1.104  0.13
C -0.693 0.697 0.247  0.08
C -0.177 -0.260 -0.521  -0.13
C -0.938 -1.318 -1.273  -0.12
C -2.313 -1.654 -0.704  -0.12
C -2.309 -1.976 0.777  -0.50
N -3.581 -1.931 1.447  0.10
O -1.308 -2.292 1.371  0.10
C 1.319 -0.316 -0.650  -0.30
O 1.838 -0.605 -1.704  0.11
H 5.542 -2.478 1.526  0.09
H 5.975 -0.772 1.780  0.08
H 6.541 -1.630 0.340  0.08
H 3.232 -2.518 -0.635  0.08
H 4.975 -2.787 -0.825  0.08
H 4.134 -1.539 -1.763  0.08
H 3.128 -1.362 2.925  0.11
H 1.999 1.329 2.257  0.13
H -1.765 0.790 0.397  0.12
H -1.030 -1.030 -2.324  0.13
H -0.325 -2.222 -1.259  0.12
H -2.659 -2.577 -1.188  0.13
H -3.081 -0.907 -0.923  0.10
H -4.141 -2.718 1.126  0.08
H -4.083 -1.111 1.100  0.07
B -3.744 4.633 -0.610  -1.03
O -3.784 3.302 0.115  0.21
C -4.050 2.341 -0.719  -0.42
O -4.157 1.166 -0.448  0.08
C -4.217 2.951 -2.135  -0.43
O -4.473 2.322 -3.128  0.11
O -4.037 4.242 -2.037  0.21
F -2.498 5.204 -0.510  0.17
F -4.738 5.462 -0.125  0.15



Record 6
This record from the Open Molecules 2025 dataset describes a cluster of 7 separate species, C22H40Cl8O8 in total in a non-equilibrium geometry. The level of theory is the ωB97M-V functional and the def2-TZVPD basis.

**2S+1**: 1
**Gap between HOMO and LUMO**: 7.2908 eV
**Charge**: 0
**SMILES**: O=C1C=C(O)C(=O)C=C1O.COCCOC.COCCOC.ClCCCl.ClCCCl.ClCCCl.ClCCCl
**LUMO**: -1.85 eV

Last column: Löwdin charge in e.
CARTESIAN COORDINATES (ANGSTROEM)
Cl -2.880 -3.715 -6.414  0.45
C -2.795 -4.598 -4.753  -0.58
C -1.460 -5.301 -4.629  -0.68
Cl -1.422 -6.295 -3.152  0.54
H -3.564 -5.370 -4.769  0.06
H -3.068 -3.867 -3.991  0.07
H -0.635 -4.592 -4.559  0.07
H -1.235 -5.949 -5.477  0.07
Cl 1.836 -6.549 4.205  0.55
C 1.819 -6.631 2.435  -0.71
C 3.156 -6.334 1.898  -0.68
Cl 3.532 -4.591 2.007  0.54
H 1.020 -6.037 1.992  0.08
H 1.364 -7.585 2.167  0.07
H 3.083 -6.544 0.831  0.07
H 3.931 -6.916 2.397  0.07
Cl -0.266 8.535 3.710  0.59
C -0.318 6.976 4.423  -0.74
C -1.634 6.260 4.132  -0.61
Cl -3.056 7.156 4.871  0.48
H -0.190 7.080 5.500  0.07
H 0.541 6.378 4.117  0.08
H -1.564 5.255 4.550  0.07
H -1.762 6.218 3.050  0.07
Cl 8.625 0.641 -0.364  0.54
C 9.633 -0.501 -1.239  -0.67
C 10.778 -1.230 -0.399  -0.64
Cl 10.097 -2.332 0.808  0.53
H 10.106 0.053 -2.050  0.06
H 8.944 -1.270 -1.589  0.05
H 11.481 -0.575 0.115  0.06
H 11.314 -1.840 -1.127  0.06
C -9.665 5.307 6.098  -0.12
O -10.714 6.057 5.560  -0.19
C -10.736 7.495 5.553  -0.18
C -11.095 8.196 6.906  -0.21
O -10.059 8.197 7.851  -0.18
C -9.012 9.149 7.588  -0.10
H -8.690 5.747 5.886  0.09
H -9.872 4.401 5.529  0.09
H -9.727 5.021 7.147  0.08
H -11.554 7.803 4.903  0.12
H -9.852 7.973 5.132  0.11
H -11.926 7.624 7.320  0.13
H -11.474 9.188 6.659  0.12
H -8.739 9.527 6.603  0.09
H -8.066 8.868 8.051  0.08
H -9.280 9.973 8.250  0.08
C -3.154 1.455 1.132  -0.13
O -1.819 1.333 0.691  -0.19
C -1.526 0.433 -0.450  -0.16
C -0.045 0.450 -0.791  -0.23
O 0.118 -0.160 -2.053  -0.18
C 1.471 -0.339 -2.450  -0.10
H -3.219 1.682 2.196  0.09
H -3.671 0.547 0.819  0.08
H -3.842 2.105 0.593  0.08
H -2.109 0.821 -1.285  0.12
H -1.779 -0.624 -0.376  0.12
H 0.565 -0.041 -0.033  0.13
H 0.237 1.503 -0.794  0.13
H 1.817 0.630 -2.811  0.08
H 1.559 -0.981 -3.327  0.08
H 2.166 -0.671 -1.679  0.09
C 7.239 -7.428 -7.592  0.07
C 6.004 -7.006 -7.482  -0.22
C 5.627 -5.559 -7.289  -0.27
O 4.472 -5.066 -7.393  0.08
C 6.752 -4.651 -7.010  0.07
C 8.007 -5.127 -7.082  -0.21
C 8.409 -6.516 -7.421  -0.30
O 9.547 -6.932 -7.521  0.12
O 9.074 -4.303 -6.850  0.08
O 4.944 -7.843 -7.745  0.08
H 7.465 -8.437 -7.904  0.14
H 6.671 -3.584 -6.869  0.14
H 9.943 -4.707 -6.907  0.11
H 4.128 -7.440 -8.051  0.11



Q: Look up the charge of the first one.
A: 0